1.
Here is C3H8F4O2PSSr as an isolated structure at a distorted geometry from OMol25. Energies are from ωB97M-V/def2-TZVPD.

Each line ends with the Löwdin charge.
Positions of all 20 atoms, in Å:
O 2.879 -1.327 0.936  -0.717
S 1.924 -0.072 0.967  0.717
O 2.895 1.150 1.203  -0.450
F 0.891 -0.109 2.349  -0.306
P 0.924 0.306 -0.890  0.287
C -0.465 -0.965 -0.564  -0.390
C -1.742 -0.397 0.292  -0.133
C -2.520 0.879 -0.381  -0.232
F -2.123 1.194 -1.773  0.007
F -4.006 0.680 -0.244  -0.009
F -2.184 2.090 0.453  -0.032
H 0.222 1.391 -0.242  -0.002
H 1.987 1.261 -1.226  -0.016
H 1.703 -0.784 -1.466  -0.012
H 0.327 0.577 -2.184  -0.007
H 0.020 -1.950 -0.126  0.091
H -0.894 -1.269 -1.636  0.116
H -2.536 -1.286 0.336  0.139
H -1.497 -0.148 1.427  0.125
Sr 4.194 -1.221 2.769  1.825

The largest force on an atom comes out at 0.1524 hartree/bohr. The charge is +1.

***

2.
Here is an isolated molecule of C4H5NO from OMol25. Energies are from ωB97M-V/def2-TZVPD.

Each line ends with the Löwdin charge.
Positions of all 11 atoms, in Å:
C -1.279 -0.485 0.759  -0.071
C -0.311 0.648 0.545  -0.242
C 1.990 -0.711 -0.833  0.143
O 1.399 0.314 -1.441  -0.022
C 0.386 0.806 -0.671  -0.444
N -0.526 1.650 -0.675  0.254
H -2.168 -0.152 1.302  0.074
H -1.589 -0.920 -0.196  0.082
H -0.788 -1.272 1.343  0.079
H 0.113 1.106 1.439  0.124
H 2.772 -0.985 -1.571  0.023

The largest force on an atom comes out at 0.0123 hartree/bohr. The charge is 0. For the energy relative to the best compared isomer or geometry (same formula, charge and spin), the calculation gives 514.51 kJ/mol.

***

For each record above, in turn, the calculated HOMO energy values are -10.95 -9.74 eV.
For each record above, in turn, the calculated total energy values are -39152.2140 -7761.1939 eV.